Record 1
Formula: C37H30GaINO4
Source: the OMol25 dataset
Level of theory: wB97M-V/def2-TZVPD

Atoms and positions in Å:
C -4.51 -8.13 1.63
C -4.03 -9.63 1.47
C -2.46 -9.71 1.67
I -1.77 -8.72 3.49
Ga -1.51 -9.12 -0.06
C -0.06 -10.46 -0.69
C -0.63 -7.26 0.02
C 0.32 -6.82 1.05
C 0.88 -5.47 0.92
C 0.45 -4.68 -0.21
N -0.44 -5.03 -1.17
C -0.93 -6.29 -1.03
H -4.62 -7.92 2.72
H -3.76 -7.46 1.15
H -5.48 -8.01 1.10
H -4.21 -9.93 0.40
H -4.59 -10.35 2.12
H -2.24 -10.81 1.81
H -2.66 -9.03 -1.20
H 0.53 -10.76 0.22
H -0.48 -11.34 -1.23
H 0.64 -9.86 -1.34
H 0.59 -7.50 1.87
H 1.63 -5.08 1.64
H 0.91 -3.66 -0.30
H -1.66 -6.62 -1.81
C -0.91 3.74 -3.00
C -1.59 4.54 -2.09
C -2.10 3.99 -0.93
C -1.95 2.63 -0.67
C -1.29 1.82 -1.59
C -0.76 2.38 -2.75
C -1.16 0.36 -1.36
O -0.58 -0.34 -2.16
C -1.76 -0.22 -0.13
C -1.70 -1.60 0.08
C -2.24 -2.15 1.24
C -2.84 -1.32 2.19
C -2.91 0.05 1.98
C -2.38 0.60 0.82
C -2.49 2.06 0.59
O -3.01 2.78 1.42
H -0.50 4.17 -3.91
H -1.72 5.60 -2.29
H -2.63 4.63 -0.22
H -0.24 1.75 -3.46
H -1.23 -2.24 -0.65
H -2.20 -3.22 1.39
H -3.26 -1.75 3.09
H -3.38 0.68 2.72
C 1.36 5.37 1.97
C 1.08 4.85 0.71
C 1.71 5.36 -0.41
C 2.63 6.40 -0.28
C 2.90 6.94 0.98
C 2.27 6.42 2.10
C 3.83 8.08 1.12
O 4.07 8.55 2.22
C 4.47 8.64 -0.09
C 5.31 9.75 0.02
C 5.92 10.28 -1.11
C 5.70 9.70 -2.35
C 4.87 8.60 -2.47
C 4.24 8.07 -1.34
C 3.32 6.92 -1.49
O 3.13 6.41 -2.58
H 0.87 4.97 2.85
H 0.36 4.05 0.61
H 1.49 4.94 -1.39
H 2.48 6.82 3.08
H 5.48 10.21 0.99
H 6.56 11.14 -1.02
H 6.19 10.10 -3.23
H 4.70 8.15 -3.44

## Properties
- highest occupied orbital energy (eV) = -5.10
- charge = -1
- LUMO (eV) = -0.01
- spin multiplicity = 1
- total energy (eV) = -109013.98461

=====

Record 2
Formula: C8H9ClN2O
Source: the OMol25 dataset
Level of theory: wB97M-V/def2-TZVPD

Atoms and positions in Å:
C -2.61 2.14 0.32
C 0.22 1.24 -0.32
C -0.66 0.29 -0.04
C -0.36 -1.09 0.41
C 0.89 -0.86 1.31
C 1.90 -0.52 0.19
C 1.67 0.85 -0.50
C -2.69 0.92 -0.27
N -2.43 3.11 0.90
N -3.69 0.03 0.13
O -0.79 -2.15 0.05
Cl 2.59 2.28 0.22
H -0.04 2.22 -0.61
H 0.94 0.07 2.00
H 1.22 -1.85 1.74
H 2.93 -0.64 0.48
H 1.86 -1.30 -0.56
H 1.82 0.78 -1.60
H -2.60 0.88 -1.37
H -3.52 -0.92 -0.30
H -3.67 0.08 1.11

## Properties
- highest occupied orbital energy (eV) = -8.95
- LUMO (eV) = -0.29
- spin multiplicity = 1
- ΔE to the lowest compared entry with this formula, charge and spin (kJ/mol) = 387.4
- total energy (eV) = -25988.44734

=====

Record 3
Formula: C34H58BN5PtSSb2
Source: the OMol25 dataset
Level of theory: wB97M-V/def2-TZVPD

Atoms and positions in Å:
Pt -0.92 0.02 1.53
C -0.31 -2.35 -0.51
C 0.50 -1.14 -0.84
C 1.49 -1.21 -1.85
C 2.22 -0.10 -2.17
C 1.99 1.12 -1.49
C 2.72 2.30 -1.75
C 2.48 3.42 -1.01
C 1.50 3.42 0.01
C 0.77 2.29 0.28
S -0.47 2.29 1.52
C 1.00 1.13 -0.48
N 0.29 -0.01 -0.18
H 0.30 -3.25 -0.57
H -1.13 -2.46 -1.23
H -0.76 -2.31 0.49
H 1.67 -2.16 -2.34
H 3.00 -0.15 -2.92
H 3.48 2.29 -2.52
H 3.05 4.32 -1.19
H 1.33 4.32 0.58
B -3.94 -1.10 3.01
N -4.01 -0.24 1.72
C -5.12 0.18 1.12
C -4.79 0.87 -0.03
C -3.42 0.82 -0.08
N -2.94 0.13 0.97
N -2.77 -0.54 3.88
C -2.78 -0.41 5.20
C -1.51 -0.01 5.63
C -0.78 0.08 4.47
N -1.54 -0.27 3.41
H -4.95 -0.94 3.62
H -3.73 -2.25 2.73
H -6.08 -0.03 1.57
H -5.47 1.35 -0.72
H -2.76 1.28 -0.79
H -3.67 -0.61 5.76
H -1.19 0.18 6.64
H 0.24 0.39 4.32
C -0.69 0.76 -6.15
C -0.28 0.04 -4.87
C -0.32 -1.47 -5.01
Sb -1.54 0.66 -3.20
C -3.51 -0.23 -3.45
C -3.92 -0.26 -4.91
C -3.55 -1.60 -2.79
C -1.80 2.77 -3.57
C -2.80 3.39 -2.60
C -0.44 3.45 -3.52
H -0.01 0.45 -6.96
H -0.61 1.84 -6.07
H -1.70 0.50 -6.46
H 0.71 0.37 -4.55
H -1.29 -1.82 -5.35
H -0.08 -1.99 -4.07
H 0.41 -1.79 -5.76
H -4.15 0.47 -2.89
H -3.32 -0.97 -5.48
H -3.87 0.72 -5.39
H -4.96 -0.60 -4.99
H -2.90 -2.31 -3.30
H -4.56 -2.01 -2.84
H -3.27 -1.56 -1.73
H -2.20 2.79 -4.59
H -2.43 3.36 -1.58
H -3.78 2.91 -2.64
H -2.95 4.44 -2.86
H -0.06 3.48 -2.49
H -0.53 4.48 -3.86
H 0.30 2.96 -4.15
C 4.97 -1.85 1.73
C 3.89 -0.93 1.18
C 4.40 0.49 0.94
Sb 2.15 -0.89 2.47
C 2.75 0.33 4.17
C 4.15 -0.01 4.66
C 2.57 1.81 3.85
C 2.12 -2.86 3.36
C 1.07 -2.93 4.46
C 1.90 -3.92 2.29
H 5.81 -1.87 1.03
H 4.63 -2.88 1.85
H 5.35 -1.51 2.69
H 3.51 -1.34 0.24
H 4.89 0.89 1.83
H 3.61 1.18 0.65
H 5.15 0.48 0.14
H 2.04 0.02 4.95
H 4.92 0.33 3.95
H 4.29 -1.07 4.84
H 4.34 0.51 5.60
H 3.30 2.14 3.10
H 2.74 2.41 4.75
H 1.58 2.05 3.49
H 3.12 -2.95 3.79
H 0.06 -2.81 4.06
H 1.22 -2.18 5.24
H 1.11 -3.91 4.94
H 0.86 -3.91 1.94
H 2.09 -4.91 2.69
H 2.55 -3.79 1.42

## Properties
- highest occupied orbital energy (spin up / spin down) (eV) = -11.95 / -11.98
- charge = +2
- LUMO (spin up / spin down) (eV) = -8.70 / -8.03
- spin multiplicity = 1
- total energy (eV) = -71468.03010

=====

Record 4
Formula: C18H20N2O2
Source: the OMol25 dataset
Level of theory: wB97M-V/def2-TZVPD

Atoms and positions in Å:
C 0.60 1.56 2.56
C -0.58 0.90 1.98
O -0.68 1.26 0.56
C -2.05 0.95 0.02
C -2.68 1.92 -0.69
C -4.03 1.93 -1.03
C -4.75 0.68 -0.87
C -4.08 -0.28 -0.61
C -2.82 -0.23 -0.06
N -2.19 -1.48 0.56
C -1.09 -1.88 0.29
O -1.03 -3.17 0.44
N -0.05 -1.54 -0.46
H -0.10 -0.26 -0.28
C 1.21 -1.95 -0.75
H 0.99 -3.03 -0.68
C 2.25 -1.86 0.59
C 2.87 -0.48 0.24
C 3.78 0.52 0.89
C 4.18 1.60 0.50
C 3.94 1.85 -1.04
C 3.11 1.10 -1.59
C 2.68 -0.01 -1.12
C 1.78 -1.14 -1.65
H 1.08 -0.62 -2.73
H 2.56 -1.85 -2.41
H 3.07 1.06 -2.79
H 4.45 2.91 -1.41
H 4.73 2.18 1.10
H 3.88 0.14 2.06
H 1.71 -1.53 1.45
H 2.90 -2.55 0.47
H -2.90 -2.07 0.85
H -4.61 -1.37 -0.49
H -5.69 0.67 -1.44
H -4.38 3.09 -1.49
H -2.13 3.03 -0.70
H -1.60 1.36 2.77
H -0.73 -0.12 2.19
H 1.28 1.32 2.00
H 0.78 1.27 3.69
H 0.36 2.71 2.58

## Properties
- highest occupied orbital energy (eV) = -8.36
- LUMO (eV) = 0.64
- spin multiplicity = 1
- ΔE to the lowest compared entry with this formula, charge and spin (kJ/mol) = 1715.7
- total energy (eV) = -26049.72853